Here is a 14-piece molecular cluster, C9H42F6NO13P overall from the OMol25 dataset. Energies are from wB97M-V/def2-TZVPD.

Each line ends with the Mulliken charge.
Positions of all 72 atoms, in Å:
P  19.848954  24.563982  -17.483133  1.80
F  19.522291  23.127896  -18.146663  -0.46
F  21.438018  24.322211  -17.468889  -0.29
F  18.230568  24.849400  -17.365194  -0.45
F  20.151650  25.984553  -16.734884  -0.53
F  19.979159  23.758266  -16.039440  -0.19
F  19.827036  25.320105  -18.921534  -0.37
O  18.625288  28.600199  -15.907103  -0.67
O  17.998704  23.076651  -14.250377  -0.69
O  23.076178  23.289129  -15.589507  -0.69
O  21.169143  22.168568  -20.284162  -0.68
O  20.545764  20.856932  -15.982331  -0.69
O  19.943662  21.437386  -13.340407  -0.70
O  19.216735  25.839876  -13.395521  -0.65
O  21.890046  25.056578  -20.412322  -0.70
O  25.414986  29.158288  -16.352930  -0.85
O  19.695285  28.057986  -18.671580  -0.80
O  16.896447  26.593710  -15.602166  -0.70
O  17.589372  23.359733  -21.300074  -0.61
O  17.470456  19.988115  -18.280747  -0.67
N  25.165979  28.929246  -17.863502  0.05
C  25.301847  26.350018  -17.799390  -2.11
C  25.741507  31.353721  -18.377279  -2.02
C  24.353085  27.389739  -19.816128  -0.99
C  23.311211  30.746872  -18.022158  -1.56
C  23.046727  27.443435  -17.565584  -0.17
C  23.745904  28.701662  -20.462383  -0.31
C  24.510901  29.924193  -20.104207  -1.52
C  24.434660  27.607805  -18.225762  1.53
C  24.667049  30.190919  -18.553141  1.86
H  23.893760  28.495144  -21.522376  0.45
H  20.307435  21.453064  -16.692305  0.23
H  19.374433  27.196612  -18.404507  0.18
H  25.842881  31.745420  -17.365162  0.40
H  23.349400  31.702650  -17.499550  0.41
H  20.050874  26.178924  -13.720295  0.36
H  22.763714  27.948546  -16.642077  0.32
H  22.250941  27.875401  -18.172389  -0.42
H  18.332627  22.371837  -13.695430  0.42
H  25.527579  29.852049  -20.490561  0.42
H  22.788568  26.411373  -17.328269  0.17
H  18.154407  24.068149  -20.991657  0.32
H  19.435730  28.214594  -16.239834  0.31
H  18.095814  20.604903  -17.900301  0.34
H  21.501041  25.626164  -21.076004  0.31
H  19.955238  21.390242  -14.296371  0.42
H  18.774966  23.425224  -14.688720  0.29
H  25.317639  27.163055  -20.270406  0.45
H  17.321308  25.821897  -15.976363  0.31
H  25.564107  32.285135  -18.914949  0.38
H  20.648008  20.851725  -13.062701  0.27
H  21.351890  25.194079  -19.632761  0.25
H  22.603710  30.963361  -18.822592  0.33
H  21.542866  21.898253  -19.445423  0.31
H  21.361526  20.450062  -16.274244  0.26
H  18.810401  25.430364  -14.159354  0.28
H  17.015302  23.773863  -21.944415  0.28
H  17.577694  27.266122  -15.601679  0.51
H  22.676025  28.836614  -20.303505  0.12
H  23.685518  26.550864  -20.012953  0.13
H  25.236630  26.354504  -16.711351  0.44
H  23.080659  22.458162  -16.064590  0.27
H  16.697663  20.518676  -18.474431  0.31
H  26.688430  30.885073  -18.645234  0.48
H  18.837931  29.523107  -15.768336  0.28
H  21.096321  23.120749  -20.218717  0.36
H  24.129472  30.776753  -20.666122  0.35
H  22.446893  23.833023  -16.063249  0.31
H  25.034198  25.350800  -18.142959  0.34
H  26.340895  26.430801  -18.118695  0.49
H  20.648456  27.970223  -18.669622  0.21
H  22.697655  30.055956  -17.443979  0.20

Forces on atoms 1 to 3 (eV/Å):
P -0.94 -0.20 2.36
F 0.38 0.44 -0.39
F 0.49 0.12 -2.27

Charge: -2
E_HOMO: -0.0111 hartree
Total energy: -2341.7019 a.u.
LUMO: 0.143 Eh
Gap between HOMO and LUMO: 4.19 eV
Max |F|: 3.40 eV/Å